[1]
C22H27Cl2N3O3S in the gas phase in a non-equilibrium geometry. Source: the Open Molecules 2025 dataset; level of theory: the ωB97M-V functional and the def2-TZVPD basis.

The SMILES is CN(C)[C@@H](CNC(=O)C1CCN(S(=O)(=O)c2cccc(Cl)c2Cl)CC1)c1ccccc1. The spin multiplicity is 1. The energy above the lowest of the compared OMol25 structures with the same formula, charge and spin comes out at 0.076 eV. As for the total charge: 0. The value obtained for the gap between HOMO and LUMO is 8.62 eV. The molecular weight comes out at 484.449 g/mol. The LUMO energy comes out at 0.005 hartree.

Each line ends with the Löwdin charge.
Cartesian coordinates (Å):
C 1.882 1.150 -1.153  -0.09
N 1.856 -0.201 -0.639  -0.22
C 2.415 -1.140 -1.589  -0.08
C 2.389 -0.291 0.724  -0.27
C 1.923 -1.599 1.389  -0.11
N 0.508 -1.771 1.182  0.08
C 0.018 -2.763 0.411  -0.48
O 0.669 -3.725 0.057  0.06
C -1.447 -2.564 0.012  -0.20
C -2.334 -2.379 1.252  -0.12
C -3.711 -1.839 0.876  -0.19
N -3.586 -0.611 0.111  -0.26
S -3.019 0.680 1.011  0.66
O -1.582 0.739 1.099  -0.29
O -3.738 0.706 2.246  -0.28
C -3.538 2.058 -0.026  -0.28
C -2.583 2.920 -0.532  -0.05
C -2.970 3.994 -1.315  -0.06
C -4.312 4.202 -1.587  -0.09
C -5.271 3.336 -1.080  -0.68
Cl -6.930 3.597 -1.423  0.70
C -4.885 2.250 -0.290  -0.65
Cl -6.039 1.166 0.344  0.78
C -2.898 -0.818 -1.147  -0.18
C -1.486 -1.371 -0.961  -0.13
C 3.887 -0.087 0.814  -0.18
C 4.795 -1.102 0.532  -0.04
C 6.157 -0.858 0.559  -0.08
C 6.636 0.404 0.867  -0.09
C 5.743 1.421 1.153  -0.08
C 4.382 1.176 1.125  -0.04
H 1.366 1.810 -0.455  0.08
H 1.351 1.170 -2.104  0.08
H 2.901 1.536 -1.316  0.09
H 2.293 -2.155 -1.221  0.08
H 1.856 -1.052 -2.521  0.09
H 3.478 -0.957 -1.807  0.09
H 1.900 0.526 1.271  0.14
H 2.412 -2.480 0.972  0.11
H 2.148 -1.548 2.460  0.13
H -0.053 -0.940 1.319  0.11
H -1.773 -3.465 -0.518  0.15
H -1.885 -1.669 1.948  0.10
H -2.436 -3.336 1.766  0.13
H -4.271 -2.553 0.267  0.13
H -4.287 -1.599 1.771  0.12
H -1.549 2.725 -0.295  0.11
H -2.230 4.671 -1.713  0.11
H -4.628 5.036 -2.193  0.11
H -3.513 -1.507 -1.735  0.13
H -2.863 0.143 -1.666  0.12
H -0.847 -0.570 -0.592  0.08
H -1.091 -1.690 -1.927  0.13
H 4.445 -2.094 0.291  0.11
H 6.847 -1.659 0.338  0.10
H 7.699 0.592 0.886  0.10
H 6.106 2.409 1.399  0.10
H 3.691 1.976 1.354  0.11



[2]
A gas-phase ion, C22H27ClN3O (charge +1). Source: the Open Molecules 2025 dataset; level of theory: the ωB97M-V functional and the def2-TZVPD basis.

The SMILES is O=C(CN1CC[NH+](c2ccccc2Cl)CC1)N[C@@H]1CCCc2ccccc21. The spin multiplicity is 1. The energy above the lowest of the compared OMol25 structures with the same formula, charge and spin comes out at 0.000 eV. As for the total charge: +1. The value obtained for the gap between HOMO and LUMO is 9.28 eV. The molecular weight comes out at 384.931 g/mol. The LUMO energy comes out at -0.074 hartree.

Each line ends with the Löwdin charge.
Cartesian coordinates (Å):
O 0.190 0.416 0.025  -0.03
C -0.827 -0.103 -0.439  -0.41
C -1.429 0.304 -1.790  -0.08
N -0.722 1.298 -2.554  -0.16
C -0.592 2.622 -1.969  -0.12
C 0.872 3.074 -1.888  -0.07
N 1.716 1.930 -1.477  -0.08
C 3.042 2.363 -1.060  -0.23
C 3.941 2.854 -1.997  -0.02
C 5.199 3.277 -1.607  -0.05
C 5.565 3.217 -0.272  -0.05
C 4.669 2.751 0.672  -0.08
C 3.403 2.329 0.286  -0.56
Cl 2.284 1.782 1.485  0.80
C 1.738 0.865 -2.517  -0.06
C 0.421 0.897 -3.324  -0.14
N -1.502 -1.046 0.205  0.14
C -1.133 -1.540 1.535  -0.24
C -0.169 -2.721 1.421  -0.13
C -0.911 -3.970 0.963  -0.18
C -1.928 -4.368 2.026  -0.14
C -2.794 -3.217 2.456  -0.17
C -4.001 -3.473 3.100  -0.03
C -4.813 -2.443 3.534  -0.07
C -4.427 -1.128 3.331  -0.08
C -3.230 -0.861 2.697  -0.03
C -2.406 -1.894 2.261  -0.14
H -1.530 -0.591 -2.411  0.14
H -2.439 0.684 -1.599  0.14
H -1.146 3.347 -2.580  0.13
H -1.031 2.623 -0.969  0.13
H 0.978 3.867 -1.146  0.15
H 1.225 3.452 -2.849  0.14
H 1.193 1.460 -0.660  0.09
H 3.664 2.915 -3.038  0.12
H 5.889 3.654 -2.345  0.12
H 6.546 3.542 0.036  0.12
H 4.942 2.714 1.714  0.11
H 1.859 -0.089 -2.001  0.14
H 2.586 1.007 -3.186  0.13
H 0.518 1.602 -4.156  0.13
H 0.242 -0.089 -3.754  0.13
H -2.335 -1.441 -0.205  0.16
H -0.628 -0.706 2.037  0.15
H 0.277 -2.901 2.400  0.13
H 0.634 -2.463 0.726  0.12
H -0.206 -4.786 0.802  0.12
H -1.418 -3.776 0.015  0.11
H -2.557 -5.183 1.663  0.12
H -1.396 -4.741 2.908  0.13
H -4.301 -4.498 3.258  0.12
H -5.746 -2.664 4.029  0.11
H -5.055 -0.317 3.669  0.11
H -2.918 0.163 2.540  0.12



[3]
C22H27ClN6O2 in the gas phase in a non-equilibrium geometry. Source: the Open Molecules 2025 dataset; level of theory: the ωB97M-V functional and the def2-TZVPD basis.

The SMILES is COCCn1nnnc1[C@@H](c1ccccc1Cl)N1CCN(c2ccccc2OC)CC1. The spin multiplicity is 1. The energy above the lowest of the compared OMol25 structures with the same formula, charge and spin comes out at 0.074 eV. As for the total charge: 0. The value obtained for the gap between HOMO and LUMO is 8.53 eV. The molecular weight comes out at 442.951 g/mol. The LUMO energy comes out at 0.019 hartree.

Each line ends with the Löwdin charge.
Cartesian coordinates (Å):
C 5.968 -0.753 0.103  -0.10
O 5.102 -1.256 1.100  -0.19
C 3.780 -1.452 0.689  -0.21
C 2.951 -0.150 0.596  -0.08
N 2.859 0.369 -0.739  -0.05
N 3.808 1.136 -1.287  0.04
N 3.431 1.449 -2.453  -0.03
N 2.245 0.929 -2.730  0.07
C 1.875 0.252 -1.668  -0.29
C 0.608 -0.524 -1.542  -0.23
C 0.980 -1.994 -1.564  -0.20
C 1.017 -2.752 -0.399  -0.06
C 1.386 -4.084 -0.423  -0.07
C 1.736 -4.683 -1.621  -0.08
C 1.711 -3.947 -2.791  -0.10
C 1.334 -2.613 -2.762  -0.58
Cl 1.320 -1.721 -4.245  0.75
N -0.131 -0.167 -0.336  -0.14
C -1.460 -0.766 -0.347  -0.15
C -2.137 -0.487 0.998  -0.14
N -2.247 0.926 1.281  -0.10
C -3.357 1.650 0.841  -0.16
C -4.305 1.129 -0.041  -0.03
C -5.409 1.861 -0.438  -0.09
C -5.600 3.149 0.026  -0.09
C -4.693 3.676 0.927  -0.01
C -3.597 2.943 1.352  -0.22
O -2.752 3.541 2.277  -0.13
C -2.808 2.963 3.565  -0.08
C -0.940 1.548 1.191  -0.13
C -0.288 1.272 -0.167  -0.14
H 6.958 -0.722 0.554  0.09
H 5.681 0.251 -0.223  0.06
H 5.985 -1.419 -0.768  0.09
H 3.742 -1.983 -0.275  0.12
H 3.339 -2.094 1.455  0.12
H 3.433 0.609 1.219  0.14
H 1.932 -0.321 0.945  0.11
H 0.025 -0.291 -2.452  0.14
H 0.745 -2.284 0.534  0.11
H 1.403 -4.652 0.495  0.11
H 2.029 -5.721 -1.647  0.11
H 1.980 -4.398 -3.733  0.10
H -1.372 -1.843 -0.500  0.12
H -2.065 -0.348 -1.170  0.13
H -3.121 -0.955 1.042  0.12
H -1.517 -0.923 1.791  0.13
H -4.181 0.136 -0.442  0.10
H -6.114 1.421 -1.128  0.10
H -6.450 3.730 -0.294  0.10
H -4.824 4.668 1.333  0.12
H -2.072 3.494 4.167  0.09
H -3.802 3.092 4.005  0.10
H -2.564 1.897 3.538  0.08
H -1.026 2.622 1.342  0.12
H -0.308 1.125 1.981  0.13
H 0.688 1.760 -0.195  0.12
H -0.910 1.706 -0.969  0.14



[4]
A molecular structure, C22H27IrN4O4S3Te. Source: the Open Molecules 2025 dataset; level of theory: the ωB97M-V functional and the def2-TZVPD basis.

The spin multiplicity is 5. As for the total charge: 0. The value obtained for the gap between HOMO and LUMO (spin up / spin down) is 7.02 / 6.25 eV. The molecular weight comes out at 827.500 g/mol. The LUMO energy (spin up / spin down) comes out at 0.012 / -0.058 hartree.

Each line ends with the Löwdin spin population.
Cartesian coordinates (Å):
Ir -0.139 -0.091 -0.791  2.24
O -4.285 -1.151 0.740  0.00
C -4.920 -1.343 -0.439  0.00
C -6.269 -1.689 -0.395  0.00
C -6.973 -1.894 -1.564  0.00
C -6.345 -1.759 -2.800  0.00
C -5.008 -1.424 -2.845  0.00
C -4.272 -1.214 -1.676  0.00
C -2.835 -0.868 -1.758  0.01
O -2.242 -0.480 -0.656  0.09
N -2.239 -0.977 -2.904  0.01
N -0.883 -0.685 -2.828  0.08
C -0.364 -0.375 -3.961  0.06
S -1.317 -0.302 -5.426  0.03
C 0.035 0.365 -6.438  0.00
C 1.342 -0.193 -5.912  0.00
S 1.338 -0.004 -4.110  0.02
H -3.384 -0.844 0.506  0.00
H -6.740 -1.788 0.574  0.00
H -8.022 -2.158 -1.515  0.00
H -6.899 -1.914 -3.716  0.00
H -4.495 -1.318 -3.791  0.00
H 0.023 1.453 -6.383  0.00
H -0.143 0.059 -7.468  0.00
H 2.201 0.353 -6.298  0.00
H 1.446 -1.248 -6.162  0.00
Te 4.969 1.064 0.784  0.77
C 6.426 1.492 2.188  0.06
C 6.294 1.461 3.558  0.06
C 7.480 1.804 4.244  0.01
C 8.507 2.095 3.389  0.07
S 8.031 1.947 1.760  0.01
H 5.365 1.196 4.042  0.00
H 7.573 1.838 5.319  0.00
H 9.513 2.386 3.646  0.00
C 1.242 -0.088 2.149  0.01
C 1.169 -0.208 3.691  0.00
N -0.157 -0.663 4.110  0.00
C -0.453 -1.941 3.465  0.00
C -0.449 -1.780 1.923  0.01
N -0.086 -0.389 1.572  0.11
C -1.073 0.543 2.154  0.02
C -1.153 0.317 3.685  0.00
H 1.961 -0.778 1.711  0.00
H 1.533 0.914 1.833  0.00
H 1.363 0.754 4.168  0.00
H 1.912 -0.915 4.063  0.00
H -1.427 -2.285 3.816  0.00
H 0.292 -2.670 3.785  0.00
H -1.424 -1.995 1.485  0.00
H 0.283 -2.436 1.450  0.00
H -2.033 0.386 1.665  0.00
H -0.741 1.555 1.913  0.00
H -2.139 -0.053 3.970  0.00
H -0.979 1.249 4.226  0.00
C 1.052 3.196 -1.215  0.01
O 2.027 2.184 -0.961  0.04
C 1.612 0.911 -0.942  0.09
O 2.451 0.033 -0.793  0.15
H 1.394 3.784 -2.064  0.00
H 0.972 3.834 -0.336  0.00
H 0.083 2.747 -1.437  0.01